A cluster of 2 separate species, C3H9NS in total in a non-equilibrium geometry, computed with ωB97M-V/def2-TZVPD.

```
14
Properties=species:S:1:pos:R:3:nbo_charge:R:1
S 1.08007 0.90001 -1.39607 0.1541
N -3.79195 -2.33150 3.66998 -0.5747
C 2.51538 0.49584 -0.27240 -0.7139
C 1.78496 1.10755 -3.02458 -0.7709
C -3.31133 -1.34430 3.04165 -0.0461
H 1.14885 0.81671 -3.86337 0.2379
H 3.47109 0.72057 -0.72515 0.2235
H -2.30184 -1.00546 3.28510 0.1488
H 2.23023 2.08756 -3.19907 0.2118
H 2.39878 -0.53710 0.04740 0.2169
H -3.80881 -0.60609 2.40723 0.1472
H -4.74277 -2.45544 3.30561 0.3248
H 2.27769 1.07382 0.61948 0.2230
H 2.60121 0.40099 -3.20138 0.2177
```

## Properties
molar mass = 91.18 g/mol
orbital gap = 9.29 eV
HOMO energy = -8.51 eV
SMILES string = C=N.CSC
E = -572.58301 a.u.
energy relative to the best compared isomer or geometry (same formula, charge and spin) = 35.8 kcal per mole